{"formula": "C50H48BrFN7O8PSeV", "method": "ωB97M-V/def2-TZVPD", "total_charge": -2, "orbital_gap_ev": [4.5, 6.0], "e_lumo_ha": [0.139, 0.139], "s2": 3.81, "spin_multiplicity": 4, "symbols": ["V", "C", "C", "N", "C", "C", "C", "C", "C", "C", "C", "N", "C", "C", "C", "C", "C", "C", "C", "C", "N", "C", "H", "H", "H", "H", "H", "H", "H", "H", "H", "H", "H", "H", "Br", "C", "C", "C", "C", "C", "C", "C", "C", "C", "C", "H", "H", "H", "H", "H", "H", "C", "N", "C", "Se", "N", "C", "C", "C", "C", "C", "C", "H", "H", "H", "H", "H", "H", "H", "H", "C", "C", "C", "C", "O", "P", "O", "O", "O", "C", "C", "C", "C", "H", "H", "H", "H", "H", "H", "H", "H", "H", "H", "H", "H", "H", "H", "H", "H", "H", "H", "F", "C", "C", "N", "C", "C", "O", "O", "C", "O", "N", "C", "O", "H", "H", "H", "H"], "coordinates": [[0.313, -0.247, 0.797], [3.231, 2.137, -1.288], [2.067, 1.766, -0.602], [1.789, 0.504, -0.305], [2.721, -0.452, -0.620], [3.859, -0.177, -1.394], [4.098, 1.179, -1.725], [4.696, -1.254, -1.779], [4.383, -2.526, -1.381], [3.308, -2.794, -0.509], [2.505, -1.757, -0.052], [1.473, -1.778, 0.856], [1.220, -2.724, 1.802], [1.968, -3.852, 2.154], [1.498, -4.740, 3.131], [0.325, -4.526, 3.815], [-0.414, -3.346, 3.571], [-1.580, -2.984, 4.291], [-2.149, -1.758, 4.069], [-1.609, -0.898, 3.110], [-0.572, -1.238, 2.344], [0.042, -2.441, 2.588], [3.413, 3.186, -1.486], [1.319, 2.499, -0.331], [4.974, 1.441, -2.308], [5.570, -1.057, -2.391], [4.996, -3.357, -1.714], [3.091, -3.813, -0.233], [2.929, -4.035, 1.701], [2.090, -5.624, 3.348], [-0.027, -5.231, 4.561], [-1.984, -3.669, 5.028], [-3.020, -1.438, 4.629], [-2.017, 0.091, 2.962], [-2.113, 1.237, 0.383], [-2.997, -0.445, 0.358], [-4.296, -0.526, 0.761], [-5.000, -1.739, 0.577], [-4.401, -2.786, -0.063], [-3.053, -2.702, -0.500], [-2.455, -3.735, -1.264], [-1.175, -3.566, -1.724], [-0.397, -2.452, -1.324], [-0.865, -1.448, -0.487], [-2.281, -1.539, -0.210], [-4.783, 0.335, 1.202], [-6.030, -1.813, 0.908], [-4.962, -3.693, -0.272], [-3.024, -4.631, -1.492], [-0.727, -4.327, -2.359], [0.631, -2.426, -1.672], [2.068, -0.232, -6.009], [0.873, -0.945, -5.624], [0.198, -0.727, -4.442], [0.369, 0.598, -3.227], [-0.776, -1.689, -4.406], [-0.743, -2.489, -5.532], [-1.507, -3.566, -5.936], [-1.188, -4.154, -7.159], [-0.146, -3.670, -7.944], [0.624, -2.582, -7.531], [0.313, -2.008, -6.315], [2.392, 0.354, -5.151], [1.875, 0.437, -6.850], [2.848, -0.944, -6.287], [-1.392, -1.771, -3.610], [-2.320, -3.933, -5.321], [-1.763, -5.005, -7.504], [0.076, -4.147, -8.890], [1.434, -2.205, -8.143], [1.148, 0.632, 6.652], [2.013, 0.539, 5.406], [3.252, 1.421, 5.556], [2.428, -0.909, 5.150], [1.165, 0.984, 4.336], [1.683, 1.392, 2.862], [2.821, 0.550, 2.450], [0.401, 1.452, 2.052], [2.268, 2.885, 3.029], [1.482, 4.086, 3.163], [1.088, 4.589, 1.779], [2.411, 5.083, 3.839], [0.235, 3.886, 4.024], [1.682, 0.229, 7.517], [0.228, 0.062, 6.499], [0.881, 1.674, 6.849], [3.898, 1.019, 6.341], [2.965, 2.444, 5.817], [3.805, 1.452, 4.615], [3.033, -1.283, 5.980], [2.999, -0.963, 4.222], [1.540, -1.539, 5.041], [1.974, 4.655, 1.142], [0.633, 5.580, 1.853], [0.368, 3.912, 1.314], [3.298, 5.242, 3.219], [2.734, 4.697, 4.808], [1.902, 6.039, 3.986], [-0.413, 3.124, 3.589], [-0.315, 4.828, 4.088], [0.511, 3.562, 5.031], [-2.341, 4.924, -7.179], [-1.494, 5.488, -6.295], [-0.882, 4.743, -5.373], [0.038, 5.243, -4.496], [0.474, 4.371, -3.395], [-0.720, 4.001, -2.467], [-1.674, 4.806, -2.468], [-0.543, 2.920, -1.862], [0.307, 6.592, -4.456], [1.101, 7.118, -3.701], [-0.371, 7.336, -5.415], [-1.277, 6.912, -6.378], [-1.777, 7.696, -7.164], [-1.087, 3.683, -5.285], [1.226, 4.899, -2.820], [0.881, 3.440, -3.791], [-0.191, 8.326, -5.387]], "forces_ev_per_a": [[-2.332, 1.725, 0.150], [0.069, 0.130, -0.058], [-0.263, -0.297, 0.002], [1.499, 0.597, -0.732], [-0.036, -0.047, 0.182], [-0.077, 0.017, -0.055], [0.011, -0.135, 0.030], [0.061, 0.000, -0.056], [-0.045, -0.043, 0.084], [0.023, 0.079, -0.093], [-0.158, 0.008, 0.232], [1.449, -1.317, 0.338], [0.092, 0.147, -0.278], [-0.126, -0.097, 0.021], [0.005, 0.130, -0.001], [0.010, -0.114, 0.008], [-0.005, 0.084, 0.014], [0.136, 0.053, -0.079], [-0.056, -0.122, 0.130], [0.291, -0.014, -0.161], [-0.263, -0.751, 0.993], [0.000, -0.031, -0.137], [-0.069, -0.012, -0.042], [-0.013, -0.032, -0.044], [0.021, -0.010, 0.012], [-0.032, 0.003, -0.013], [-0.001, 0.015, 0.004], [0.060, -0.011, 0.053], [-0.038, -0.027, -0.063], [-0.005, 0.030, 0.029], [0.006, 0.032, -0.023], [0.004, 0.011, 0.012], [0.009, 0.012, -0.015], [0.014, 0.017, -0.102], [-0.148, -0.126, -0.049], [0.158, -0.045, -0.164], [-0.169, -0.043, 0.053], [0.039, 0.053, 0.008], [-0.035, -0.010, -0.022], [0.038, 0.105, 0.011], [0.006, 0.034, -0.080], [0.075, 0.019, 0.088], [-0.188, -0.152, 0.109], [-0.760, -0.433, -0.606], [0.028, 0.000, -0.134], [-0.006, -0.024, -0.074], [0.026, 0.010, -0.005], [0.043, 0.017, 0.026], [-0.004, 0.044, -0.004], [-0.005, 0.025, 0.036], [0.038, -0.019, 0.076], [-0.094, -0.040, -0.057], [0.176, -0.103, 0.004], [-0.297, -0.017, -0.107], [0.020, -0.062, -0.432], [-0.037, -0.049, -0.197], [0.005, 0.128, 0.294], [-0.055, -0.055, -0.013], [0.013, 0.031, 0.009], [-0.013, -0.020, 0.017], [0.055, -0.053, -0.083], [0.107, 0.166, 0.117], [-0.019, 0.015, 0.015], [-0.012, 0.010, 0.003], [-0.006, 0.000, 0.011], [0.066, -0.049, 0.041], [0.047, -0.002, -0.025], [0.002, 0.024, 0.004], [-0.006, 0.008, 0.005], [-0.011, 0.000, 0.027], [-0.142, 0.020, -0.011], [0.261, -0.204, -0.016], [-0.058, 0.118, -0.163], [-0.074, 0.003, -0.126], [-0.133, 0.185, 0.246], [0.011, 0.104, 0.087], [0.150, -0.102, -0.032], [0.759, 0.007, 0.203], [-0.208, 0.277, 0.149], [-0.179, 0.124, 0.013], [-0.017, -0.100, -0.066], [0.157, -0.009, -0.022], [0.067, -0.194, 0.027], [-0.024, 0.023, -0.012], [0.047, 0.002, 0.042], [-0.001, -0.042, 0.016], [-0.034, 0.017, 0.010], [0.033, -0.058, 0.003], [0.025, -0.047, 0.116], [-0.034, 0.000, -0.010], [-0.018, -0.025, 0.054], [0.043, 0.012, 0.026], [-0.050, 0.006, 0.021], [0.014, -0.029, -0.014], [0.055, 0.024, -0.006], [-0.046, 0.017, 0.049], [-0.019, 0.032, -0.021], [0.036, -0.035, -0.013], [-0.011, 0.075, 0.011], [0.028, -0.005, -0.002], [-0.022, 0.043, -0.026], [-0.088, 0.052, -0.029], [-0.092, 0.029, -0.220], [0.136, -0.175, 0.273], [0.074, 0.094, 0.102], [-0.199, -0.101, -0.067], [-0.157, 0.004, 0.007], [0.190, -0.333, 0.064], [-0.110, 0.666, 0.247], [0.146, -0.213, -0.021], [-0.101, 0.032, -0.007], [-0.051, -0.021, -0.013], [0.147, 0.043, 0.116], [-0.087, 0.017, -0.083], [0.028, 0.021, 0.024], [0.070, 0.051, -0.035], [0.119, 0.125, -0.131], [0.040, 0.049, -0.002]], "lowdin_charge": [0.62, -0.05, -0.14, -0.01, -0.15, -0.16, -0.03, -0.07, -0.11, -0.03, -0.20, -0.04, -0.18, -0.03, -0.12, -0.09, -0.18, -0.04, -0.06, -0.13, 0.03, -0.12, 0.10, 0.09, 0.11, 0.09, 0.09, 0.09, 0.08, 0.09, 0.09, 0.10, 0.10, 0.09, 0.97, -0.58, -0.15, -0.11, -0.06, -0.18, -0.08, -0.12, -0.15, -0.17, -0.22, 0.09, 0.09, 0.10, 0.09, 0.09, 0.08, -0.04, -0.08, -0.71, 0.89, 0.11, -0.18, -0.02, -0.12, -0.12, -0.03, -0.17, 0.05, 0.09, 0.09, 0.13, 0.11, 0.09, 0.09, 0.10, -0.04, -0.63, -0.04, -0.02, -0.16, 0.28, -0.24, -0.39, -0.16, -0.63, -0.03, -0.04, -0.03, 0.08, 0.08, 0.08, 0.08, 0.07, 0.08, 0.08, 0.08, 0.08, 0.09, 0.09, 0.08, 0.09, 0.07, 0.08, 0.08, 0.09, 0.07, 0.06, -0.19, 0.05, 0.01, -0.06, -0.71, -0.03, -0.19, -0.47, 0.06, 0.21, -0.42, 0.05, 0.16, 0.12, 0.08, 0.16]}



{"formula": "C50H48Cl5F3N4O5S2Sn", "method": "ωB97M-V/def2-TZVPD", "total_charge": -2, "orbital_gap_ev": 5.7, "e_lumo_ha": 0.140, "spin_multiplicity": 1, "symbols": ["Sn", "Cl", "C", "C", "C", "Cl", "C", "Cl", "C", "Cl", "C", "Cl", "F", "C", "F", "F", "C", "C", "C", "C", "N", "C", "S", "H", "H", "H", "C", "C", "C", "O", "C", "C", "O", "C", "O", "C", "C", "C", "C", "C", "C", "C", "C", "C", "C", "C", "C", "C", "O", "C", "C", "C", "C", "C", "C", "C", "C", "C", "C", "C", "C", "H", "H", "H", "H", "H", "H", "H", "H", "H", "H", "H", "H", "H", "H", "H", "H", "H", "H", "H", "H", "H", "H", "H", "H", "H", "H", "H", "H", "C", "N", "C", "C", "C", "O", "H", "H", "H", "H", "H", "H", "H", "H", "H", "C", "N", "C", "S", "N", "C", "H", "H", "H", "H", "H", "H", "H", "H"], "coordinates": [[-0.523, 0.091, -0.950], [-0.341, -2.346, -3.963], [-0.490, -0.656, -4.367], [-0.521, 0.290, -3.354], [-0.608, 1.614, -3.770], [-0.550, 2.882, -2.566], [-0.695, 1.992, -5.107], [-0.799, 3.664, -5.567], [-0.687, 1.011, -6.093], [-0.795, 1.452, -7.765], [-0.581, -0.325, -5.721], [-0.563, -1.550, -6.952], [-2.150, 4.379, 5.830], [-1.896, 4.048, 4.524], [-0.920, 4.888, 4.136], [-3.009, 4.396, 3.859], [-1.529, 2.599, 4.402], [-1.400, 1.865, 5.564], [-1.055, 0.524, 5.506], [-0.861, -0.012, 4.243], [-0.969, 0.664, 3.109], [-1.296, 1.990, 3.123], [-1.341, 2.862, 1.656], [-1.570, 2.340, 6.520], [-0.936, -0.076, 6.399], [-0.601, -1.066, 4.140], [2.897, -1.392, 3.998], [3.403, -1.022, 2.604], [4.917, -0.987, 2.565], [2.959, -1.927, 1.632], [1.664, -1.459, 1.244], [1.867, 0.093, 1.200], [2.855, 0.242, 2.245], [2.314, 0.943, -0.033], [1.441, 0.831, -1.096], [3.716, 0.507, -0.498], [4.896, 1.123, -0.090], [6.127, 0.682, -0.564], [6.194, -0.392, -1.441], [5.018, -1.014, -1.850], [3.791, -0.556, -1.391], [2.345, 2.442, 0.373], [2.158, 2.956, 1.650], [2.142, 4.331, 1.872], [2.319, 5.215, 0.822], [2.502, 4.712, -0.465], [2.509, 3.344, -0.680], [1.006, -2.399, 0.134], [0.560, -1.751, -0.995], [-0.246, -3.079, 0.774], [-0.612, -4.392, 0.481], [-1.816, -4.923, 0.934], [-2.686, -4.149, 1.693], [-2.345, -2.832, 1.970], [-1.148, -2.305, 1.508], [2.015, -3.491, -0.283], [2.379, -3.597, -1.616], [3.255, -4.593, -2.044], [3.775, -5.504, -1.136], [3.400, -5.416, 0.202], [2.528, -4.424, 0.618], [3.238, -2.394, 4.267], [1.808, -1.358, 4.034], [3.279, -0.668, 4.722], [5.320, -1.893, 3.023], [5.276, -0.110, 3.108], [5.252, -0.929, 1.530], [1.026, -1.571, 2.123], [0.932, 0.550, 1.546], [4.850, 1.955, 0.604], [7.037, 1.175, -0.238], [7.153, -0.738, -1.811], [5.057, -1.858, -2.530], [2.859, -1.004, -1.716], [2.006, 2.295, 2.493], [1.960, 4.707, 2.872], [2.294, 6.285, 0.997], [2.623, 5.391, -1.302], [2.612, 2.945, -1.683], [0.039, -5.011, -0.124], [-2.075, -5.948, 0.687], [-3.624, -4.562, 2.046], [-3.025, -2.194, 2.525], [-0.949, -1.251, 1.690], [1.945, -2.897, -2.318], [3.524, -4.655, -3.093], [4.456, -6.281, -1.466], [3.789, -6.128, 0.921], [2.237, -4.374, 1.661], [-5.666, -1.139, 0.029], [-5.170, -2.118, -0.927], [-6.152, -2.888, -1.664], [-3.829, -2.172, -1.200], [-3.365, -3.186, -2.219], [-3.035, -1.443, -0.635], [-6.217, -0.344, -0.478], [-6.316, -1.630, 0.759], [-4.816, -0.688, 0.534], [-7.110, -2.372, -1.609], [-6.284, -3.896, -1.254], [-5.884, -2.978, -2.716], [-3.853, -4.154, -2.098], [-2.290, -3.296, -2.092], [-3.554, -2.818, -3.232], [-2.994, 5.006, -0.434], [-3.485, 3.684, -0.795], [-3.987, 3.237, -1.952], [-4.492, 1.624, -2.087], [-4.155, 4.063, -3.024], [-3.469, 5.305, -3.353], [-2.949, 5.041, 0.651], [-3.670, 5.782, -0.786], [-1.982, 5.196, -0.800], [-3.191, 2.944, -0.162], [-4.529, 3.546, -3.801], [-2.443, 5.309, -2.997], [-3.991, 6.182, -2.965], [-3.433, 5.384, -4.437]], "forces_ev_per_a": [[0.372, -0.059, -0.290], [0.004, -0.009, 0.018], [-0.127, 0.139, -0.002], [0.130, 0.132, 0.138], [0.064, -0.106, -0.032], [-0.121, 0.025, -0.050], [0.003, 0.072, 0.020], [-0.026, -0.024, 0.008], [0.006, -0.017, 0.008], [-0.011, -0.015, 0.030], [0.009, -0.047, 0.022], [0.007, 0.033, 0.012], [0.006, 0.060, -0.008], [0.035, -0.075, 0.036], [0.028, 0.063, -0.008], [-0.069, 0.020, -0.022], [-0.039, -0.077, -0.065], [-0.007, 0.022, -0.031], [0.017, -0.050, 0.029], [-0.021, 0.066, -0.140], [-0.041, 0.090, 0.077], [0.127, -0.041, 0.137], [-0.070, -0.072, 0.104], [-0.001, 0.027, 0.017], [-0.016, 0.006, -0.029], [-0.018, 0.019, -0.044], [-0.092, 0.008, 0.002], [-0.062, 0.048, 0.047], [0.060, 0.034, -0.085], [-0.083, -0.018, -0.098], [0.058, -0.025, -0.059], [0.024, 0.035, -0.088], [0.028, -0.025, -0.058], [0.123, 0.032, 0.147], [-0.118, -0.017, -0.016], [-0.048, 0.043, 0.025], [-0.045, 0.001, -0.007], [-0.054, -0.030, 0.013], [-0.026, 0.027, 0.008], [-0.010, 0.036, 0.034], [0.021, -0.061, -0.060], [0.057, -0.058, -0.047], [0.020, -0.023, 0.029], [0.011, 0.002, -0.055], [0.005, -0.057, -0.022], [-0.022, 0.000, 0.050], [0.027, 0.002, -0.007], [-0.093, -0.054, 0.156], [-0.088, 0.105, 0.046], [-0.053, 0.003, -0.060], [-0.011, 0.045, -0.002], [-0.013, 0.032, 0.008], [0.077, 0.038, -0.023], [0.011, -0.074, 0.022], [0.080, 0.002, 0.018], [-0.034, 0.065, 0.026], [-0.006, -0.077, -0.096], [-0.026, 0.007, 0.060], [-0.042, 0.048, -0.012], [-0.004, 0.009, -0.058], [-0.001, -0.032, 0.034], [0.020, 0.040, 0.006], [0.062, -0.005, 0.019], [-0.018, -0.038, 0.000], [0.003, 0.051, -0.007], [-0.001, -0.062, 0.014], [-0.004, 0.009, 0.037], [-0.028, 0.022, 0.030], [0.009, -0.009, 0.042], [-0.006, -0.015, -0.016], [-0.003, 0.005, -0.010], [-0.013, -0.003, 0.014], [-0.012, 0.001, 0.014], [0.040, 0.042, 0.021], [-0.003, 0.025, -0.041], [-0.014, -0.023, -0.001], [0.000, -0.011, -0.016], [0.002, -0.012, -0.007], [0.002, 0.021, 0.037], [0.017, 0.001, 0.008], [0.019, 0.031, 0.006], [0.010, 0.003, -0.002], [0.036, 0.002, -0.030], [-0.041, -0.066, 0.077], [0.016, -0.028, 0.039], [-0.005, 0.006, 0.028], [-0.001, 0.010, 0.011], [-0.002, 0.003, 0.009], [0.005, 0.019, -0.030], [0.077, -0.118, -0.052], [-0.107, 0.074, -0.108], [0.103, 0.056, 0.093], [0.059, 0.062, 0.122], [0.003, -0.035, 0.012], [-0.157, -0.157, -0.123], [-0.016, -0.005, 0.005], [-0.003, 0.006, 0.015], [0.001, -0.008, -0.013], [-0.008, 0.014, -0.015], [-0.018, -0.011, 0.011], [0.007, 0.003, -0.008], [-0.001, 0.025, -0.014], [-0.036, 0.011, -0.001], [-0.003, -0.023, 0.036], [-0.051, -0.096, 0.014], [0.313, -0.032, -0.084], [-0.052, -0.035, 0.052], [0.011, 0.130, -0.128], [0.000, 0.050, 0.094], [-0.028, -0.124, 0.042], [-0.005, -0.032, 0.022], [-0.031, 0.018, -0.023], [-0.015, -0.011, -0.033], [-0.118, 0.030, 0.060], [-0.016, -0.023, -0.002], [0.071, -0.032, 0.011], [0.017, 0.004, 0.007], [-0.002, -0.009, -0.052]], "lowdin_charge": [1.24, 0.70, -0.67, -0.26, -0.67, 0.68, -0.70, 0.63, -0.71, 0.62, -0.71, 0.62, 0.07, -0.61, 0.11, 0.11, -0.15, -0.05, -0.10, -0.18, 0.04, -0.71, 0.61, 0.11, 0.08, 0.09, 0.02, -0.59, 0.02, -0.02, -0.11, -0.14, -0.03, -0.43, -0.36, -0.11, -0.04, -0.11, -0.12, -0.07, 0.00, -0.14, -0.05, -0.10, -0.12, -0.10, -0.05, -0.40, -0.36, -0.11, -0.03, -0.10, -0.11, -0.09, -0.07, -0.14, -0.03, -0.09, -0.12, -0.10, -0.05, 0.08, 0.07, 0.09, 0.08, 0.09, 0.07, 0.11, 0.10, 0.12, 0.09, 0.08, 0.09, 0.10, 0.11, 0.09, 0.08, 0.09, 0.12, 0.11, 0.09, 0.09, 0.11, 0.07, 0.08, 0.09, 0.08, 0.09, 0.12, -0.07, -0.15, -0.07, -0.50, -0.01, -0.06, 0.06, 0.08, 0.08, 0.08, 0.08, 0.08, 0.07, 0.05, 0.08, -0.11, -0.05, -0.90, 0.55, -0.05, -0.11, 0.05, 0.07, 0.07, 0.04, 0.08, 0.05, 0.07, 0.07]}



In order of appearance, energy relative to the best compared isomer or geometry (same formula, charge and spin) = 0.0, 18.9 kJ/mol.
In order of appearance, DFT total energy = -252533.1042, -167097.6628 eV.